ORCA calculation (ωB97M-V/def2-TZVPD) on the molecule C5H11N3O at a distorted geometry.

Geometry as XYZ:
```
20
Properties=species:S:1:pos:R:3:forces:R:3:mulliken_charge:R:1
C 1.0268 1.4862 1.3207 -0.045 0.146 0.259 -1.19
C 1.1844 0.7474 0.0338 -1.183 -1.302 -0.456 -0.46
C 0.4748 -0.3374 -0.4090 4.202 -0.107 0.441 0.45
C 0.8796 -1.0198 -1.6915 0.028 0.032 -0.667 -1.24
N -0.4490 -1.1407 0.3151 -2.066 2.983 -2.257 0.02
N -0.1619 -1.3539 1.6449 0.143 0.102 1.090 -0.61
C -1.4968 0.0716 0.0053 -2.183 -3.490 2.621 0.64
N -2.0043 0.2093 -1.2570 0.727 0.071 -0.461 -0.41
O -2.0817 0.4643 0.9892 0.470 0.929 -0.294 -0.57
H 1.5991 2.4136 1.2942 -0.003 -0.034 0.005 0.36
H 1.3855 0.9053 2.1773 -0.079 0.038 -0.097 0.27
H -0.0170 1.7554 1.5034 0.023 -0.066 0.094 0.32
H 1.9242 1.1416 -0.6471 0.072 -0.049 -0.202 0.44
H 0.4110 -0.5654 -2.5689 0.144 -0.017 -0.137 0.25
H 0.6075 -2.0767 -1.7043 -0.203 0.184 0.241 0.37
H 1.9582 -0.9950 -1.8300 0.056 0.276 -0.103 0.40
H -0.6177 -2.2149 1.9574 -0.052 0.623 -0.289 0.25
H -0.4404 -0.5700 2.2411 -0.110 -0.254 -0.146 0.22
H -1.3765 0.2635 -2.0436 -0.027 -0.199 0.092 0.21
H -2.8056 0.8157 -1.3311 0.085 0.135 0.267 0.27
```
Positions in Å, forces in eV/Å.

Calculated values
frontier orbital gap: 9.35 eV
E_LUMO: 0.9 eV
HOMO: -8.5 eV
calculated total energy: -11878.82245 eV
structure (SMILES): C/C=C(/C)N(N)C(N)=O
ΔE to the lowest compared entry with this formula, charge and spin: 2.9485 eV
charge: 0

***

ORCA calculation (ωB97M-V/def2-TZVPD) on a structure of composition C13H53FNO18PSSi2 at a distorted geometry.

Geometry as XYZ:
```
90
Properties=species:S:1:pos:R:3:forces:R:3:mulliken_charge:R:1
C 3.0026 2.9169 1.1191 0.178 -0.152 -0.011 -0.51
O 3.9482 1.9175 1.4348 -0.189 -0.101 0.147 -0.43
C 4.0907 0.9748 0.3856 0.145 0.242 0.135 0.78
C 5.0428 -0.1392 0.7913 -0.012 -0.186 -0.187 -1.59
C 4.3422 -1.4608 1.1164 0.523 0.577 0.982 0.71
C 3.5012 -1.3425 2.4158 -0.361 -0.156 -0.494 -1.17
C 2.0021 -1.6800 2.1933 0.994 0.303 0.061 -0.10
C 1.1541 -0.4208 2.0628 -0.382 -0.120 0.420 0.46
C -0.3705 -0.6032 2.3464 0.255 0.140 -0.598 -0.99
Si -1.1611 -0.7875 0.6625 -0.278 -0.346 0.133 0.35
C -0.5247 -2.3678 -0.1449 -0.080 0.215 -0.407 -1.20
C 0.0668 -2.2043 -1.5586 0.131 -0.448 0.080 -1.07
C 1.5318 -1.7773 -1.4743 -0.217 -0.129 0.266 1.90
S 2.1834 -1.1083 -2.9830 0.031 -0.554 -0.266 1.12
O 1.1491 -0.9587 -3.9727 -0.073 0.049 0.059 -0.54
O 3.3382 -1.8746 -3.3576 0.097 0.151 0.197 -0.75
O 2.6528 0.3239 -2.5323 0.160 0.228 -0.230 -0.32
O -2.8410 -0.9575 0.6544 0.386 0.276 0.467 -0.52
Si -3.8203 -0.4760 1.8657 -0.254 -0.112 -0.079 0.33
F -5.3011 -0.5718 1.2606 -0.176 -0.005 -0.171 -0.33
C -3.5592 1.2957 2.3975 0.234 0.137 0.209 -0.44
C -4.4828 2.2526 1.7145 0.235 0.072 -0.131 -0.05
O -5.6543 2.3011 1.9791 -0.776 0.111 0.114 -0.58
P -0.5926 0.8778 -0.7536 0.837 0.591 -0.395 0.44
N -0.8793 2.3594 0.0419 -0.550 -0.359 -0.144 -0.38
O -1.8112 0.7967 -1.8800 0.018 -0.393 0.137 -0.40
H 2.7539 3.4368 2.0400 -0.027 0.071 0.039 0.26
H 3.4163 3.6323 0.4007 -0.007 0.048 -0.072 0.33
H 2.0955 2.4785 0.6931 -0.124 0.017 0.019 0.05
H 4.4359 1.4961 -0.5154 0.063 0.008 -0.052 0.53
H 3.1069 0.5569 0.1409 -0.091 0.027 -0.040 -0.80
H 5.7646 -0.2902 -0.0057 0.028 -0.105 -0.052 0.46
H 5.6166 0.1452 1.6740 -0.041 0.313 0.025 0.44
H 3.7213 -1.7818 0.2831 0.083 -0.129 -0.094 -0.32
H 5.1274 -2.1906 1.2986 -0.246 -0.168 -0.405 0.14
H 3.8989 -2.0098 3.1802 0.122 -0.068 -0.032 0.31
H 3.6059 -0.3292 2.8024 -0.100 0.059 0.131 0.50
H 1.6515 -2.3176 2.9988 -0.278 0.057 0.045 0.36
H 1.9998 -2.2727 1.2803 -0.405 -0.205 0.034 0.02
H 1.5368 0.3112 2.7727 0.040 0.069 0.030 0.77
H 1.2955 0.0461 1.0841 0.150 0.046 -0.057 -1.21
H -0.7060 0.2783 2.8904 -0.252 -0.075 0.067 0.52
H -0.5490 -1.5046 2.9324 -0.022 0.009 0.175 0.46
H -1.3741 -3.0494 -0.2112 -0.118 0.017 0.078 0.65
H 0.2065 -2.8558 0.4963 0.001 -0.048 0.107 0.62
H -0.5070 -1.5381 -2.1998 -0.030 0.138 0.054 0.21
H 0.0398 -3.1828 -2.0399 -0.057 0.011 -0.138 0.70
H 2.1428 -2.6432 -1.2281 0.182 0.015 -0.101 0.74
H 1.6986 -1.0310 -0.7022 -0.037 0.170 -0.051 -1.94
H 2.2441 0.9827 -3.1167 -0.092 0.061 0.150 0.33
H -3.7920 -1.4089 3.0003 0.115 -0.001 0.008 -0.23
H -2.5303 1.6387 2.2866 0.131 -0.150 -0.086 0.27
H -3.7877 1.3419 3.4651 -0.087 -0.116 0.059 0.56
H -4.0597 2.9235 0.9636 0.141 -0.038 -0.228 0.33
H -1.8520 2.4927 0.3086 0.016 0.088 0.130 -0.17
H -0.6957 3.1042 -0.6233 0.238 0.112 0.177 0.35
H -2.2539 -0.0621 -1.8931 -0.424 0.227 -0.199 0.20
O 0.3001 -4.1320 -4.4088 -0.185 0.041 0.027 -0.70
H 0.7237 -3.3285 -4.0863 0.066 0.110 -0.180 0.27
H 0.7125 -4.3060 -5.2605 0.057 0.002 0.014 0.27
O 5.7383 -2.0988 -1.4294 0.028 -0.166 -0.425 -0.54
H 6.3225 -2.6529 -1.9570 0.049 -0.010 0.075 0.26
H 5.0028 -1.9247 -2.0343 -0.022 0.006 0.013 0.30
O -0.0554 -3.8871 3.7852 -0.027 -0.067 0.074 -0.57
H 0.1359 -3.6915 4.7082 -0.024 0.020 0.006 0.28
H 0.1644 -4.8188 3.6864 -0.026 -0.008 -0.038 0.28
O -7.9226 0.9580 -0.2133 0.152 0.018 -0.067 -0.65
H -7.6540 1.8064 0.1574 0.018 -0.022 0.055 0.34
H -7.2831 0.3417 0.1603 -0.046 -0.013 0.113 0.31
O -3.7267 3.0415 -1.3982 0.193 0.144 -0.030 -0.56
H -4.4150 3.3770 -1.9785 -0.043 0.014 0.043 0.23
H -3.4253 2.2285 -1.8330 -0.026 -0.063 0.081 0.32
O 6.0376 -4.0790 1.9711 0.102 -0.213 0.114 -0.56
H 5.6533 -4.9033 2.2850 -0.016 0.004 -0.004 0.26
H 6.9877 -4.2297 1.9972 0.008 0.037 -0.020 0.26
O -1.1607 1.1922 -5.0036 0.173 0.088 -0.072 -0.56
H -0.6260 0.4332 -4.7373 -0.156 -0.076 0.079 0.32
H -0.9900 1.2933 -5.9444 0.011 -0.002 -0.003 0.26
O -3.3869 5.0323 1.7394 0.007 0.120 -0.003 -0.59
H -3.0496 5.9360 1.6981 0.010 0.016 0.115 0.28
H -4.3405 5.1429 1.8107 -0.008 -0.043 -0.005 0.29
O -2.0118 -1.9929 -5.0546 0.060 -0.070 0.104 -0.59
H -1.4706 -2.7559 -4.8143 0.056 -0.094 -0.023 0.35
H -1.8254 -1.8498 -5.9865 -0.032 0.047 -0.008 0.28
O -3.4026 8.1057 2.6094 -0.043 -0.033 -0.056 -0.60
H -3.0435 8.9954 2.5408 0.052 -0.017 -0.020 0.30
H -4.3534 8.2323 2.6852 -0.004 -0.008 0.028 0.31
O -4.5972 0.3849 -2.0775 -0.119 -0.267 0.012 -0.45
H -4.9186 0.0837 -1.2197 -0.012 0.042 0.010 0.23
H -5.3793 0.3826 -2.6388 0.005 -0.029 -0.027 0.22
```
Positions in Å, forces in eV/Å.

Calculated values
frontier orbital gap: 8.26 eV
E_LUMO: 0.3 eV
HOMO: -8.0 eV
calculated total energy: -91288.00076 eV
charge: 0

***

ORCA calculation (ωB97M-V/def2-TZVPD) on a structure of composition C44H35ClN4O9Ti at a distorted geometry.

Geometry as XYZ:
```
94
Properties=species:S:1:pos:R:3:forces:R:3:mulliken_charge:R:1
Ti 0.6375 0.8346 -0.4649 -0.982 -0.448 -1.012 -0.17
O 3.2266 5.6287 -2.9375 0.017 0.033 0.015 -0.55
C 2.7505 4.6918 -2.3680 0.081 0.144 -0.120 0.45
C 3.3339 3.2750 -2.3163 0.207 -0.256 -0.047 -0.30
O 4.3837 2.9182 -2.7875 -0.023 0.017 0.004 -0.59
C 2.3351 2.5022 -1.5763 -0.305 0.660 0.149 1.32
C 1.2687 3.2894 -1.1804 0.696 -0.158 -0.362 0.73
O 0.3052 2.7121 -0.5019 -0.140 0.706 -0.236 -0.13
C 1.4392 4.6845 -1.5774 -0.261 0.084 0.162 -0.38
O 0.7364 5.6360 -1.3391 -0.020 -0.010 -0.055 -0.60
O 2.3235 1.2385 -1.2244 0.495 0.135 -0.167 -0.91
C -11.3737 -0.9479 6.6612 -0.085 0.011 -0.001 -0.85
O -10.0587 -1.2202 7.1076 -0.035 0.024 0.094 -0.46
C -9.0413 -1.0142 6.2443 0.193 0.010 -0.122 0.91
C -7.7562 -1.2233 6.7513 -0.047 -0.049 0.087 -0.52
C -6.6540 -1.0550 5.9468 0.019 0.038 -0.099 -0.62
C -6.8006 -0.6621 4.6126 -0.228 0.017 0.043 0.13
C -8.0814 -0.4487 4.1162 0.176 -0.024 0.048 -0.82
C -9.1984 -0.6251 4.9187 -0.214 0.016 0.016 -0.50
C -5.6154 -0.5261 3.7734 0.272 0.001 -0.129 0.03
N -4.4673 -1.1289 3.9816 -0.044 -0.099 0.207 -0.85
C -3.6576 -0.7492 2.9496 -0.427 0.176 -0.414 0.95
C -4.3254 0.1099 2.0947 0.164 -0.459 0.254 0.30
N -5.5774 0.2410 2.6384 -0.139 0.052 -0.024 -0.10
C -3.7301 0.6896 0.9398 0.210 -0.002 -0.220 1.29
C -4.3541 1.5997 0.0760 0.069 -0.066 0.034 -0.74
C -3.6407 2.1237 -0.9713 -0.105 0.000 0.059 -1.29
C -2.3013 1.7681 -1.1235 -0.031 0.029 -0.026 -0.67
N -1.6898 0.8943 -0.3373 -0.201 0.079 0.080 1.31
C -2.3928 0.3244 0.6694 -0.401 -0.053 -0.088 -0.94
C -1.7368 -0.6903 1.4734 -0.019 -0.231 0.234 -0.45
N -0.5668 -1.1513 1.0104 -0.234 0.010 0.171 0.62
C 0.0375 -2.1119 1.6756 0.029 0.062 -0.091 -0.80
C -0.4477 -2.6331 2.8807 -0.033 -0.038 0.030 -1.01
C -1.6436 -2.1710 3.3706 0.027 0.056 -0.023 -0.97
C -2.3377 -1.1984 2.6396 0.089 -0.081 -0.237 0.90
H -12.0164 -1.0767 7.5272 -0.004 -0.018 -0.011 0.24
H -11.6812 -1.6442 5.8768 0.025 0.010 -0.007 0.34
H -11.4659 0.0781 6.2960 0.013 -0.009 0.009 0.35
H -7.6571 -1.5233 7.7861 0.018 0.005 -0.009 0.43
H -5.6562 -1.2182 6.3305 -0.011 -0.028 0.026 0.45
H -8.2316 -0.1710 3.0794 -0.002 -0.024 -0.012 0.29
H -10.1831 -0.4769 4.4980 0.040 0.016 0.002 0.40
H -6.3305 0.8081 2.2933 -0.010 0.050 0.032 0.24
H -5.3855 1.8868 0.2408 -0.002 0.027 -0.019 0.46
H -4.0879 2.8252 -1.6604 0.031 0.020 0.000 0.48
H -1.7036 2.2169 -1.9018 0.046 -0.020 0.009 0.44
H 0.9413 -2.4981 1.2219 0.134 0.023 0.076 0.67
H 0.1103 -3.4019 3.3970 0.007 0.007 0.000 0.48
H -2.0759 -2.5507 4.2867 -0.006 -0.023 -0.009 0.59
Cl -4.3627 -3.1778 -5.4135 -0.078 -0.063 -0.070 -0.21
C -3.0980 -2.3820 -4.5447 0.168 0.100 0.118 0.47
C -2.5115 -1.2448 -5.0839 -0.053 -0.037 -0.038 -0.76
C -1.5191 -0.5963 -4.3718 0.064 0.050 0.029 -0.28
C -1.1013 -1.0955 -3.1430 0.028 -0.130 0.066 0.12
C -1.6858 -2.2437 -2.6208 0.155 0.015 0.008 -0.28
C -2.6908 -2.8893 -3.3194 -0.065 -0.076 -0.005 -0.87
C -0.1045 -0.3460 -2.3391 -0.371 -0.307 -1.241 1.16
O 0.0321 0.8890 -2.5162 -0.193 -0.053 -0.204 -0.80
O 0.5344 -0.9089 -1.3928 0.107 -0.471 -0.294 -0.61
H -2.8369 -0.8781 -6.0473 -0.002 0.009 0.009 0.44
H -1.0542 0.2986 -4.7638 -0.027 0.009 0.004 0.49
H -1.3475 -2.6149 -1.6613 -0.018 -0.014 -0.011 0.49
H -3.1563 -3.7818 -2.9249 -0.017 0.017 0.001 0.42
C 3.6564 -1.1375 1.2593 -0.018 0.069 0.347 -1.36
C 3.7368 -0.0807 2.3651 -0.094 0.125 -0.230 0.38
C 4.3360 1.2324 1.8349 0.024 -0.230 0.126 -1.29
C 2.4416 0.2407 3.1003 0.002 0.072 -0.421 0.37
C 2.4466 0.1291 4.4863 -0.075 -0.043 0.041 -1.01
C 1.3930 0.5748 5.2636 0.010 0.013 0.068 -1.42
C 0.3270 1.2190 4.6607 0.059 -0.011 0.128 -0.25
C 0.2756 1.3689 3.2850 -0.017 -0.040 -0.557 0.11
C -0.7839 2.2217 2.6188 0.091 0.188 0.175 2.52
C -0.2498 3.6575 2.5024 -0.047 -0.128 -0.055 -1.68
C -2.1359 2.1998 3.3319 0.200 -0.018 0.006 -2.49
C 1.3025 0.8128 2.4949 0.045 -0.156 1.056 0.40
O 1.1423 0.8313 1.1490 1.235 -0.047 2.756 1.19
H 4.6583 -1.3344 0.8771 -0.002 0.001 -0.050 0.54
H 3.0426 -0.8072 0.4298 -0.094 0.011 -0.188 0.04
H 3.2607 -2.0731 1.6560 -0.048 -0.054 -0.047 0.27
H 4.4204 -0.4719 3.1234 -0.025 0.012 0.023 0.55
H 3.6603 1.6897 1.1177 -0.060 0.094 -0.137 0.04
H 5.2870 1.0468 1.3335 0.003 0.013 -0.002 0.43
H 4.5022 1.9309 2.6562 -0.002 0.034 -0.042 0.35
H 3.3138 -0.3114 4.9641 0.008 0.007 -0.020 0.42
H 1.4277 0.4652 6.3399 -0.013 -0.013 -0.005 0.41
H -0.4651 1.6274 5.2755 -0.023 0.009 -0.044 0.43
H -0.9240 1.8527 1.6058 0.044 0.181 0.209 -0.87
H -0.1079 4.0876 3.4960 0.011 0.012 0.008 0.41
H -0.9438 4.2846 1.9403 0.004 0.016 0.002 0.41
H 0.7060 3.6637 1.9793 0.004 0.065 -0.002 0.30
H -2.1092 2.8043 4.2401 -0.021 -0.009 0.027 0.59
H -2.4274 1.1815 3.5988 0.045 0.283 0.069 0.45
H -2.9032 2.6176 2.6770 0.007 0.070 0.080 0.43
```
Positions in Å, forces in eV/Å.

Calculated values
frontier orbital gap: 7.16 eV
E_LUMO: -0.9 eV
HOMO: -8.1 eV
calculated total energy: -106227.34639 eV
ΔE to the lowest compared entry with this formula, charge and spin: 0.4288 eV
charge: 0

***

ORCA calculation (ωB97M-V/def2-TZVPD) on a structure of composition C21H32NO5PPtS2.

Geometry as XYZ:
```
63
Properties=species:S:1:pos:R:3:forces:R:3:mulliken_charge:R:1
Pt -0.0387 0.1192 1.6876 -0.274 -0.276 0.326 0.84
S 1.5628 4.0750 2.7525 0.031 -0.010 0.018 -0.24
C -0.1316 4.2424 2.5476 -0.021 -0.025 0.017 -0.50
C -0.7526 3.0655 2.2500 -0.060 0.025 0.051 -0.64
C 0.1671 1.9843 2.1771 0.094 -0.085 0.060 -0.07
C 1.4516 2.3886 2.4368 -0.001 0.065 -0.081 -0.39
C 2.4875 1.3983 2.3031 -0.017 -0.005 0.020 1.26
C 3.8416 1.5635 2.5646 0.007 0.005 -0.012 -0.76
C 4.6978 0.4939 2.3894 0.002 -0.006 0.006 -0.50
C 4.1855 -0.7197 1.9556 0.014 0.003 -0.016 -0.94
C 2.8319 -0.8175 1.7031 0.000 0.015 -0.005 0.46
N 1.9946 0.2073 1.8707 0.056 0.070 -0.060 -0.13
H -0.5855 5.2120 2.6775 -0.003 0.000 -0.005 0.47
H -1.8176 2.9667 2.1022 0.003 -0.016 -0.009 0.43
H 4.1999 2.5228 2.9127 0.000 0.002 -0.006 0.41
H 5.7549 0.6024 2.5939 0.001 0.002 0.000 0.43
H 4.8192 -1.5805 1.8021 -0.005 -0.004 -0.002 0.46
H 2.3916 -1.7330 1.3454 0.033 0.027 0.053 -0.05
C -1.7416 -4.2053 0.4207 0.000 -0.006 -0.009 -1.75
C -0.7705 -3.0849 0.0825 -0.014 -0.121 0.098 1.73
C -0.8196 -2.7145 -1.3926 -0.013 0.059 0.020 -1.37
C 0.6534 -3.4561 0.4530 -0.001 -0.011 -0.012 -1.44
O -1.0792 -1.9281 0.9388 0.052 0.237 -0.205 -0.12
P -2.5338 -1.1679 1.0567 0.232 -0.008 -0.064 0.69
O -3.6428 -1.9920 1.5446 0.010 -0.005 0.051 -0.83
O -2.0553 0.0297 1.8895 -0.036 0.203 -0.065 -0.74
O -2.7230 -0.6704 -0.4454 0.015 -0.001 -0.088 0.36
C -3.9807 -0.1833 -0.9936 -0.026 -0.025 0.001 1.49
C -4.8689 -1.3763 -1.3166 -0.009 0.008 0.003 -1.66
C -3.5693 0.5540 -2.2576 0.013 -0.008 0.003 -1.70
C -4.6573 0.7636 -0.0119 0.005 0.009 -0.005 -1.58
H -1.4649 -5.1017 -0.1366 0.009 0.008 -0.010 0.43
H -2.7649 -3.9328 0.1665 0.007 -0.003 0.006 0.37
H -1.7090 -4.4274 1.4874 -0.004 -0.006 0.000 0.35
H -0.4119 -3.5477 -1.9680 0.010 0.004 -0.001 0.47
H -0.2065 -1.8320 -1.5788 0.002 -0.003 0.003 0.23
H -1.8333 -2.5208 -1.7316 -0.022 -0.001 0.008 0.20
H 0.9413 -4.3728 -0.0630 -0.016 -0.012 0.012 0.49
H 0.7434 -3.6186 1.5285 0.009 0.033 -0.002 0.44
H 1.3247 -2.6625 0.1222 -0.026 -0.042 -0.029 0.11
H -4.3648 -2.0413 -2.0204 0.002 -0.003 0.002 0.34
H -5.7990 -1.0343 -1.7744 0.002 0.005 -0.001 0.47
H -5.0998 -1.9295 -0.4077 0.001 -0.005 -0.006 0.34
H -3.0415 -0.1209 -2.9326 0.002 0.003 0.001 0.36
H -2.9076 1.3849 -2.0095 -0.002 0.001 -0.003 0.34
H -4.4494 0.9445 -2.7702 -0.004 -0.002 0.001 0.42
H -4.9560 0.2379 0.8953 -0.001 -0.004 0.002 0.38
H -5.5493 1.1888 -0.4748 -0.002 -0.004 0.006 0.49
H -3.9823 1.5763 0.2590 0.006 -0.002 0.000 0.27
O 2.2037 -0.5365 -1.0823 0.005 -0.032 -0.005 -0.60
S 1.7649 0.5157 -2.0520 -0.018 -0.014 -0.050 0.44
C 1.7364 2.1028 -1.1674 -0.032 -0.057 0.043 0.37
C 3.1682 2.6103 -1.1351 0.009 0.004 -0.010 -0.35
C 3.6748 2.4158 -2.5621 -0.006 0.021 -0.001 -0.74
C 3.2896 0.9924 -2.9590 -0.014 -0.001 0.044 -0.77
H 1.2803 1.9075 -0.1973 -0.018 0.004 -0.055 -0.90
H 1.0819 2.7690 -1.7356 0.017 -0.003 -0.021 0.57
H 3.7555 2.0110 -0.4342 0.002 -0.002 -0.011 0.10
H 3.2195 3.6508 -0.8126 -0.003 0.000 0.014 0.40
H 4.7500 2.5715 -2.6553 0.002 -0.009 0.013 0.37
H 3.1820 3.1360 -3.2200 0.014 -0.001 -0.011 0.31
H 4.0071 0.2578 -2.5905 0.002 -0.009 -0.023 0.27
H 3.1456 0.8457 -4.0278 -0.018 0.015 0.000 0.41
```
Positions in Å, forces in eV/Å.

Calculated values
frontier orbital gap: 8.04 eV
E_LUMO: -0.1 eV
HOMO: -8.2 eV
calculated total energy: -68233.75313 eV
ΔE to the lowest compared entry with this formula, charge and spin: 0.0000 eV
charge: 0